# 1
{"formula": "C7H12NO5", "method": "the ωB97M-V functional and the def2-TZVPD basis", "homo_energy_ev": -5.018, "total_charge": -1, "de_lowest_kcal_mol": 120.8, "species": ["O", "O", "O", "O", "O", "N", "C", "C", "C", "C", "C", "C", "C", "H", "H", "H", "H", "H", "H", "H", "H", "H", "H", "H", "H"], "coordinates": [[0.208532, 2.272432, 0.784253], [-1.669688, 2.616387, -1.112709], [-1.578727, 3.484224, 1.342902], [-1.690327, 0.616163, -2.019198], [0.007158, 4.367015, 0.217183], [-0.568067, 3.441668, 0.686141], [-1.338757, 1.433555, -1.176571], [1.014028, 0.480501, -0.760935], [0.038750, -0.590955, 1.949230], [-0.908723, -0.114906, 0.884697], [-1.579851, -1.336199, -0.064171], [-0.235797, 0.871768, -0.083995], [1.157554, 0.934209, -2.194484], [0.272433, 0.721739, -2.616564], [-2.603535, -1.524211, 0.194613], [0.207680, 0.116179, 2.669091], [-1.665628, 0.450330, 1.270379], [1.759241, 1.018996, -0.130651], [0.956059, -0.779357, 1.494904], [1.185003, 1.984966, -2.239020], [-1.611370, -1.061613, -1.060951], [1.914540, 0.461636, -2.793875], [-0.977208, -2.252069, 0.004169], [-0.389949, -1.449493, 2.417499], [1.233422, -0.597501, -0.692269]], "atomic_forces_ev_per_a": [[-0.428, -1.863, -1.102], [0.154, 0.366, 0.213], [-0.112, -0.258, 0.052], [-0.352, -1.252, -0.829], [0.555, 0.843, -0.809], [-0.051, -0.957, 1.559], [0.535, 0.600, 0.769], [2.315, 0.064, 0.839], [-1.676, -1.017, -1.228], [1.074, -1.541, -3.240], [1.793, 0.584, 2.926], [-2.722, 2.388, -0.428], [1.499, 0.020, 1.211], [-2.980, -1.030, -1.987], [-0.464, -0.164, 0.647], [0.273, 2.045, 1.838], [-2.326, 1.175, 1.293], [0.101, -0.716, -0.390], [1.719, -0.909, -0.579], [0.595, 1.488, -0.079], [0.175, 0.762, -1.797], [0.742, -0.115, 0.146], [-0.143, 0.120, 0.368], [0.039, -0.871, 0.406], [-0.316, 0.239, 0.202]], "lowdin_charge": [-0.031, 0.020, 0.054, -0.036, 0.078, -0.496, -0.654, -0.189, -0.062, -0.263, 0.001, -0.171, -0.070, 0.013, 0.057, 0.050, 0.097, 0.129, 0.052, 0.079, 0.008, 0.075, 0.066, 0.072, 0.123]}

***

# 2
{"formula": "C7H12NP", "method": "the ωB97M-V functional and the def2-TZVPD basis", "homo_energy_ev": -8.027, "total_charge": 0, "de_lowest_kcal_mol": 45.0, "species": ["P", "N", "C", "C", "C", "C", "C", "C", "C", "H", "H", "H", "H", "H", "H", "H", "H", "H", "H", "H", "H"], "coordinates": [[0.910367, -1.021458, -0.810139], [-0.224893, 1.862019, -0.029685], [-0.185137, -1.468167, 0.382282], [-2.365467, 1.288823, -0.889550], [1.024608, 1.525762, 0.377510], [1.663258, 0.393649, 0.017519], [-1.138047, -2.623571, 0.196060], [-1.242094, 1.105294, 0.060561], [3.219269, 0.477841, 0.048904], [-1.461633, 0.422870, 0.906816], [3.630513, 0.940750, -0.747520], [-0.065888, -1.208786, 1.464077], [3.527185, 1.117656, 0.971441], [-3.377291, 1.204342, -0.403410], [1.569260, 2.286518, 0.860494], [3.688000, -0.487140, 0.242429], [-1.978737, -2.470304, 0.889145], [-0.861682, -3.614568, 0.566940], [-2.373578, 0.585050, -1.635875], [-2.307855, 2.181613, -1.613844], [-1.650168, -2.498202, -0.854162]], "atomic_forces_ev_per_a": [[-0.401, 0.440, 0.615], [-0.693, -0.641, -0.401], [0.959, -1.536, 0.872], [-1.679, 2.638, 0.224], [-0.261, -1.039, 0.070], [1.788, 0.188, -0.232], [-2.349, 1.309, -1.046], [-0.789, 1.134, 0.312], [-1.595, -0.688, 4.871], [0.595, 0.138, -0.579], [1.221, 1.316, -2.896], [-0.011, 0.349, -1.165], [-0.554, -0.935, -1.444], [0.947, 0.350, -0.385], [0.727, 1.033, 0.340], [-0.024, -0.048, -0.277], [-0.131, 0.383, -0.160], [0.706, -0.019, -0.908], [0.201, -2.611, -1.462], [0.104, -0.617, 1.846], [1.241, -1.143, 1.804]], "lowdin_charge": [0.977, 0.048, -0.527, -0.081, -0.216, -0.517, -0.214, -0.249, -0.124, 0.110, 0.016, 0.078, 0.103, 0.090, 0.095, 0.054, 0.054, 0.065, 0.026, 0.112, 0.099]}

***

# 3
{"formula": "C7H12NS", "method": "the ωB97M-V functional and the def2-TZVPD basis", "homo_energy_ev": -13.029, "total_charge": 1, "de_lowest_kcal_mol": 18.6, "species": ["S", "N", "C", "C", "C", "C", "C", "C", "C", "H", "H", "H", "H", "H", "H", "H", "H", "H", "H", "H", "H"], "coordinates": [[-2.039670, -0.371462, -1.080691], [-0.653361, 1.492422, 0.282968], [1.094667, 0.624024, -1.197572], [1.181220, -0.578207, -0.403669], [2.287077, -1.465877, -0.535865], [0.278731, -0.837106, 0.570040], [-1.054174, 0.026695, 0.487720], [-1.903625, -0.001700, 1.695533], [0.186579, 1.606110, -0.981686], [-2.924994, 0.338034, 1.425461], [-1.480611, 1.948170, -0.145456], [-1.465282, 0.585708, 2.503172], [0.275310, -1.716700, 1.248278], [-0.253471, 1.947049, 1.152275], [1.698475, 0.827504, -2.053284], [3.122685, -0.889121, -0.939210], [-1.958559, -1.076094, 2.036534], [2.564963, -1.936711, 0.416320], [1.887568, -2.202972, -1.152776], [0.059951, 2.444516, -1.655044], [-0.903481, -0.764277, -1.673048]], "atomic_forces_ev_per_a": [[0.492, -0.299, 1.227], [0.158, 0.375, -2.285], [-2.003, 1.991, -0.045], [-1.336, 0.854, 3.042], [2.290, 0.319, 0.773], [-2.183, 1.452, -1.096], [1.545, -0.537, -0.794], [-1.185, -1.512, 0.512], [2.171, -1.578, 1.124], [0.502, -0.086, 0.581], [-0.135, 0.119, 1.532], [-0.152, 0.007, 0.063], [0.103, 0.781, -0.654], [-0.486, -0.367, -1.271], [0.552, -0.481, -0.522], [0.239, -0.793, -0.218], [-0.190, 1.179, -0.227], [-0.006, 0.176, -0.326], [0.300, -1.701, -1.592], [-0.208, 0.171, 0.536], [-0.469, -0.070, -0.361]], "lowdin_charge": [0.865, 0.054, -0.026, -0.346, -0.033, 0.022, -0.705, -0.090, -0.040, 0.097, 0.157, 0.097, 0.147, 0.214, 0.129, 0.107, 0.122, 0.114, 0.089, 0.133, -0.107]}

***

# 4
{"formula": "C7H12O", "method": "the ωB97M-V functional and the def2-TZVPD basis", "homo_energy_ev": -9.125, "total_charge": 0, "de_lowest_kcal_mol": 49.8, "species": ["O", "C", "C", "C", "C", "C", "C", "C", "H", "H", "H", "H", "H", "H", "H", "H", "H", "H", "H", "H"], "coordinates": [[-1.754249, -1.908312, 0.841595], [0.862691, 0.338813, -1.959710], [1.401883, -1.295901, -0.165671], [-0.206227, 0.805636, -1.010744], [1.710579, -0.762157, -1.331968], [-0.039518, 1.696729, -0.040485], [-0.923190, 1.754502, 1.162643], [-0.681491, 0.890510, 2.140445], [0.417209, -0.110567, -2.846591], [1.464776, 1.176690, -2.332769], [0.565013, -0.899658, 0.386190], [0.777756, 2.416997, -0.075489], [-2.647132, -1.897928, 0.479990], [0.220401, 0.286240, 2.133761], [1.953293, -2.072974, 0.340247], [2.501543, -1.103949, -1.985424], [-1.108089, 0.196675, -0.994609], [-1.514447, -2.816489, 1.034638], [-1.737081, 2.475156, 1.171369], [-1.263719, 0.829989, 3.052582]], "atomic_forces_ev_per_a": [[0.038, 0.362, 0.006], [-0.104, 0.249, -0.056], [0.193, 0.005, 0.452], [0.014, -0.317, 0.100], [-0.448, 0.528, -0.508], [-0.242, 0.570, -0.128], [0.198, -0.257, -0.563], [0.068, 0.455, 0.532], [-0.167, 0.072, -0.204], [0.157, -0.155, 0.238], [-0.060, -0.091, 0.051], [0.208, -0.279, 0.033], [0.132, -0.253, 0.107], [-0.239, -0.145, -0.213], [0.235, -0.229, -0.284], [0.276, -0.226, 0.219], [0.131, -0.101, 0.205], [-0.216, -0.168, -0.102], [-0.033, -0.146, 0.210], [-0.139, 0.126, -0.096]], "lowdin_charge": [-0.053, -0.206, -0.001, -0.146, -0.162, -0.133, -0.172, -0.006, 0.103, 0.111, 0.010, 0.112, 0.043, 0.057, 0.056, 0.090, 0.109, 0.038, 0.094, 0.055]}

***

# 5
{"formula": "C7H12O", "method": "the ωB97M-V functional and the def2-TZVPD basis", "homo_energy_ev": -8.428, "total_charge": 0, "de_lowest_kcal_mol": 29.7, "species": ["O", "C", "C", "C", "C", "C", "C", "C", "H", "H", "H", "H", "H", "H", "H", "H", "H", "H", "H", "H"], "coordinates": [[0.361365, 0.406609, 0.952803], [2.364077, -0.573415, 1.450980], [1.636191, 0.106968, 0.568700], [-0.629330, 0.978402, 0.114625], [-1.764052, -0.009555, -0.059960], [2.203295, 0.563883, -0.746368], [-2.873740, 0.049542, 0.657701], [-1.500317, -1.083609, -1.068779], [-1.410372, -0.650133, -2.065550], [1.667378, 0.122524, -1.587670], [2.151219, 1.649623, -0.835453], [-0.563054, -1.588144, -0.835032], [-3.658964, -0.678165, 0.542315], [-2.299905, -1.818666, -1.079197], [3.243594, 0.260884, -0.805966], [1.936817, -0.881591, 2.386996], [-0.990837, 1.881513, 0.625759], [3.390782, -0.823307, 1.263110], [-0.221922, 1.262583, -0.864667], [-3.042224, 0.824055, 1.385650]], "atomic_forces_ev_per_a": [[0.043, -0.019, 0.043], [-0.061, 0.011, -0.076], [0.393, -0.181, 0.163], [-0.326, 0.234, -0.050], [0.355, 0.047, -0.163], [-0.483, 0.081, 0.142], [0.047, 0.154, -0.023], [-0.053, 0.006, 0.097], [0.046, -0.014, -0.093], [-0.024, 0.030, -0.078], [-0.015, 0.050, -0.077], [0.092, -0.090, -0.039], [-0.133, -0.186, -0.056], [-0.035, -0.095, -0.041], [0.021, -0.024, 0.023], [-0.141, -0.053, 0.215], [0.091, -0.157, -0.170], [0.189, -0.001, -0.157], [-0.033, -0.018, 0.186], [0.029, 0.225, 0.155]], "lowdin_charge": [-0.058, 0.052, -0.419, -0.166, -0.339, -0.038, 0.059, -0.056, 0.083, 0.078, 0.087, 0.083, 0.060, 0.076, 0.080, 0.060, 0.128, 0.051, 0.117, 0.061]}

***

# 6
{"formula": "C7H12O", "method": "the ωB97M-V functional and the def2-TZVPD basis", "homo_energy_ev": -9.361, "total_charge": 0, "de_lowest_kcal_mol": 28.0, "species": ["O", "C", "C", "C", "C", "C", "C", "C", "H", "H", "H", "H", "H", "H", "H", "H", "H", "H", "H", "H"], "coordinates": [[0.421530, -1.747957, 3.615135], [-0.325641, 0.198788, -2.590245], [0.828268, -0.497211, 0.511733], [-0.023131, -1.006366, 2.762341], [-0.933218, 0.478094, -1.160423], [-0.211124, -1.356884, 1.353663], [0.697024, 1.887160, 0.044538], [0.205730, 0.676394, -0.225049], [0.585573, -0.381521, -2.484725], [-1.119768, -0.830021, 1.059776], [1.262489, -1.214134, -0.196432], [-1.098387, -0.393619, -3.079993], [1.692211, -0.182080, 1.097440], [1.509636, 2.025213, 0.750762], [-1.706991, 1.245938, -1.221994], [-1.545918, -0.382071, -0.896456], [0.417603, 2.807761, -0.455084], [-0.116018, -2.409323, 1.139520], [-0.378035, -0.023893, 3.134188], [-0.161829, 1.105739, -3.158695]], "atomic_forces_ev_per_a": [[0.072, 0.089, -0.548], [-1.444, -0.275, 0.964], [-0.146, -1.080, -0.568], [-0.079, -0.767, 2.141], [0.296, -0.727, -1.466], [0.689, 2.243, -0.948], [0.396, 0.159, -0.115], [0.229, 1.079, 1.549], [0.084, -0.022, -0.203], [-0.603, -1.020, -0.003], [-0.104, 0.198, -0.192], [0.328, -0.073, -0.541], [-0.204, 0.197, 0.145], [0.031, -0.199, -0.044], [0.607, 0.554, 0.202], [0.300, -0.396, 0.158], [-0.460, -0.155, -0.046], [-0.330, -0.191, 0.081], [0.124, 0.239, -0.616], [0.212, 0.149, 0.051]], "lowdin_charge": [0.038, -0.072, -0.140, -0.296, -0.212, -0.126, 0.054, -0.355, 0.067, 0.101, 0.114, 0.065, 0.110, 0.060, 0.113, 0.092, 0.065, 0.120, 0.133, 0.068]}

***

For each record above, in turn, the calculated E_LUMO values are 3.47; 0.28; -4.35; 0.74; 0.94; 0.87 eV.
For each record above, in turn, the calculated M values are 190.17; 141.15; 142.25; 112.17; 112.17; 112.17 g/mol.
For each record above, in turn, the calculated E_tot values are -704.75813; -669.89958; -726.54628; -349.06920; -349.10126; -349.10395 a.u..